Record 1
The following is a quantum chemistry calculation of the molecule C5H11NOSi at a distorted geometry, from the Open Molecules 2025 dataset.

Geometry as XYZ:
```
19
Properties=species:S:1:pos:R:3:forces:R:3
Si 0.522 -0.123 -0.002 -2.41 -0.97 0.71
O -4.009 -0.327 0.155 -0.41 0.15 -0.16
N -1.966 -1.042 0.845 3.27 0.32 -0.35
C -0.736 0.614 -1.209 0.30 0.00 0.38
C 1.569 -1.601 -0.555 -0.24 0.72 0.18
C 1.116 0.859 1.502 -0.33 -0.30 -0.63
C -2.783 -0.250 0.192 -0.09 0.31 -0.24
C -2.088 0.923 -0.545 -0.25 -0.14 0.14
H 2.608 -1.504 -0.248 0.07 0.07 0.12
H 1.258 0.201 2.356 0.03 -0.18 0.00
H -2.795 1.266 -1.304 0.11 0.05 0.08
H 0.375 1.603 1.783 -0.15 0.01 -0.07
H -2.368 -1.831 1.331 -0.13 0.08 -0.04
H 2.055 1.377 1.316 0.14 -0.03 -0.14
H -1.972 1.729 0.183 -0.05 0.07 0.01
H -0.358 1.537 -1.660 0.17 -0.01 -0.04
H 1.174 -2.513 -0.117 -0.14 -0.07 0.12
H -0.906 -0.092 -2.023 0.22 -0.14 0.02
H 1.551 -1.718 -1.636 -0.14 0.06 -0.08
```
Positions in Å, forces in eV/Å.

Lowest unoccupied orbital energy, hartree: -0.014
Molar mass, g/mol: 129.2
Kohn-Sham gap, eV: 7.65
Energy relative to the best compared isomer or geometry (same formula, charge and spin), kcal per mole: 33.7
Charge: 0
Spin multiplicity: 1
Highest occupied orbital energy, eV: -8.03
E_tot, eV: -16777.710

Record 2
The following is a quantum chemistry calculation of a structure of composition C49H41N4NiPS at a distorted geometry, from the Open Molecules 2025 dataset.

Geometry as XYZ:
```
97
Properties=species:S:1:pos:R:3:forces:R:3
Ni -1.031 -1.434 0.353 -0.35 0.16 0.38
S 1.253 1.499 -4.816 0.28 -1.27 -1.51
P 0.528 -1.501 1.821 0.51 -1.07 0.54
N -2.815 -0.938 -0.245 -0.53 -0.52 -0.70
N 3.051 -3.112 0.993 -0.17 0.07 0.07
N 0.305 1.150 -1.496 -0.17 -2.52 0.62
N 2.118 -0.958 1.272 -1.14 -0.76 0.90
C -0.525 -0.579 4.255 0.33 0.50 -0.27
C -1.489 6.227 -1.199 -1.48 0.79 -0.60
C -2.924 -0.716 -1.576 -0.79 -0.72 1.05
C -0.163 2.063 3.535 -0.06 0.59 0.83
C 0.382 4.656 -1.691 1.41 1.59 -0.26
C -5.223 -0.510 0.035 1.39 0.37 -0.41
C 0.788 7.090 -1.122 0.64 -1.10 0.01
C 1.552 -2.817 4.140 1.80 0.26 0.54
C 0.379 -0.061 -1.957 0.52 1.47 0.89
C -3.917 -0.920 0.542 -2.30 0.91 0.00
C 0.299 -2.394 -1.900 1.17 0.09 -1.74
C 4.357 -1.157 0.442 1.07 -0.54 0.39
C -6.343 -0.347 0.847 0.25 -0.90 2.58
C 2.272 -2.886 -3.250 0.47 -0.16 -0.40
C -1.716 -0.987 -2.306 -0.85 2.31 -1.18
C 0.782 -2.924 2.985 0.24 -1.02 -0.03
C 4.100 -3.866 0.654 0.51 0.28 0.52
C 2.189 -4.274 -3.035 -0.32 0.28 -0.09
C -0.612 -0.465 -4.572 -1.12 0.54 0.70
C 1.100 -5.329 3.114 -0.68 -0.08 0.11
C 0.842 3.450 -1.219 -1.00 -0.71 0.49
C 1.413 -1.974 -2.688 -0.58 -1.52 0.48
C -6.180 -0.665 2.236 0.21 0.71 -1.36
C 0.117 -0.258 3.044 0.42 0.95 0.98
C -5.259 -0.080 -1.318 0.64 -0.52 -0.06
C -0.818 1.730 4.739 -0.52 1.38 -0.72
C 0.788 3.905 -3.923 1.23 -0.71 -0.08
C 1.052 -4.657 -2.318 0.54 -2.37 0.18
C 0.401 -4.249 2.628 0.09 0.59 -1.28
C 2.009 -5.170 4.146 0.32 -1.71 -0.36
C 3.187 -1.809 0.954 0.76 1.76 -1.51
C 0.998 2.557 -3.479 -1.18 0.68 2.86
C 5.476 -1.956 0.147 -0.75 -0.96 0.26
C 0.833 -0.278 -4.384 1.19 0.36 0.33
C 1.399 -0.514 -2.975 -1.01 -0.80 0.53
C -3.857 -1.268 1.905 0.14 -0.26 -0.69
C 5.362 -3.355 0.323 -1.46 0.26 -0.19
C -0.105 5.844 -0.821 2.26 -0.30 1.22
C -0.511 -1.203 -1.531 1.79 -0.12 0.49
C 2.203 -3.955 4.714 -0.97 1.54 0.17
C -0.033 5.520 0.720 0.15 -0.98 -0.99
C 0.547 4.951 -3.078 -1.21 -0.66 0.87
C -0.965 0.427 5.123 -0.34 -0.74 -0.40
C -1.648 -0.479 -3.626 0.02 -1.00 -1.30
C 0.113 -3.768 -1.783 0.68 0.43 0.31
C -4.955 -1.184 2.729 -0.07 -0.36 -0.49
C -4.178 -0.273 -2.119 0.28 0.68 -0.37
C 0.863 2.273 -2.038 0.12 2.33 -3.21
C 0.409 1.089 2.750 -0.87 -0.64 0.44
H 0.344 5.972 -3.420 0.12 -0.62 -0.17
H -0.123 3.113 3.242 0.22 -0.26 0.11
H 2.319 -0.020 -2.724 0.65 0.28 -0.58
H 2.955 -5.011 -3.441 -1.30 1.14 0.55
H 1.975 -0.156 0.662 0.38 -0.28 0.01
H 0.728 7.786 -0.306 -0.22 0.55 0.34
H 1.848 6.807 -1.224 -0.31 0.00 0.10
H -1.715 7.218 -0.725 -0.01 -0.72 -0.57
H 0.986 3.298 -0.142 -0.62 -0.11 -0.36
H -1.544 6.301 -2.313 -0.17 0.24 0.84
H 2.529 -6.079 4.472 -0.06 0.55 0.16
H -0.592 -1.612 4.550 -0.39 -0.12 -0.07
H 1.027 1.346 1.910 -0.11 0.14 -0.38
H -0.432 6.318 1.336 -0.44 0.08 -0.09
H 1.827 -1.820 4.564 -0.33 -0.90 -0.55
H -7.300 -0.064 0.373 0.63 0.08 0.64
H 1.322 -0.933 -5.147 0.20 0.87 0.53
H -0.354 -4.462 1.851 0.56 0.53 0.23
H 0.930 -5.785 -2.164 -0.08 1.75 -0.03
H -1.548 0.197 6.015 0.39 -0.13 -0.09
H 0.504 7.568 -2.050 -0.15 0.24 -0.11
H 2.789 -3.901 5.623 0.12 0.41 -0.16
H -2.599 -0.173 -4.043 -0.02 -0.27 -0.25
H 0.972 5.329 1.124 0.00 0.14 -0.53
H 2.939 -2.458 -3.971 0.88 -0.11 -0.17
H -1.334 2.525 5.301 0.53 -0.38 -0.19
H 0.906 -6.316 2.711 -0.06 0.04 0.07
H -4.229 0.066 -3.158 0.01 -0.29 0.48
H 3.856 -4.919 0.722 0.50 -0.17 -0.15
H -0.842 -0.337 -5.636 -0.45 0.11 0.50
H -2.280 5.529 -0.895 0.32 -0.04 0.06
H 6.174 -4.029 0.122 0.18 -0.05 -0.11
H 0.923 4.085 -4.982 -0.16 0.05 -0.12
H -2.899 -1.665 2.185 0.26 -0.18 0.69
H -4.896 -1.647 3.726 -0.08 0.75 -0.33
H -0.575 4.562 0.844 -0.08 0.63 0.36
H -6.131 0.431 -1.685 -0.33 -0.11 -0.20
H -0.665 -4.133 -1.148 -0.62 -0.35 0.06
H -6.887 -0.375 2.999 -0.64 -0.39 -0.27
H 4.441 -0.059 0.409 -0.28 -0.67 -0.08
H 6.450 -1.655 -0.249 -0.55 0.69 0.29
```
Positions in Å, forces in eV/Å.

Lowest unoccupied orbital energy (alpha / beta), hartree: -0.003 / -0.049
Molar mass, g/mol: 807.6
Kohn-Sham gap (alpha / beta), eV: 6.37 / 5.69
Energy relative to the best compared isomer or geometry (same formula, charge and spin), kcal per mole: 6.4
Charge: 0
Spin multiplicity: 3
Highest occupied orbital energy (alpha / beta), eV: -6.44 / -7.04
E_tot, eV: -118601.966

Record 3
The following is a quantum chemistry calculation of a structure of composition C3H9NO at a distorted geometry, from the Open Molecules 2025 dataset.

Geometry as XYZ:
```
14
Properties=species:S:1:pos:R:3:forces:R:3
O 1.000 2.645 -1.326 -1.05 -1.07 0.34
N 0.447 -2.988 0.703 -0.98 -0.71 -1.22
C -0.902 -0.944 -0.176 -0.82 0.71 -0.51
C -0.604 1.467 0.156 -2.12 -1.85 2.06
C -0.136 0.149 0.031 1.10 0.10 0.00
H -1.783 -0.951 -0.818 0.11 -0.09 -0.19
H 0.896 -0.046 0.304 0.01 0.13 0.28
H 0.169 2.102 -0.652 2.80 2.27 -2.06
H -0.436 -1.980 0.261 0.81 -0.87 1.37
H 0.985 -3.079 1.566 0.16 0.75 -0.47
H 1.381 3.466 -0.989 -0.47 -0.19 0.41
H -1.648 1.661 -0.078 0.03 0.09 -0.29
H -0.312 1.873 1.123 0.33 0.59 -0.32
H 0.942 -3.375 -0.106 0.09 0.13 0.61
```
Positions in Å, forces in eV/Å.

Lowest unoccupied orbital energy, hartree: -0.112
Molar mass, g/mol: 75.1
Kohn-Sham gap, eV: 4.88
Energy relative to the best compared isomer or geometry (same formula, charge and spin), kcal per mole: 193.9
Charge: 0
Spin multiplicity: 1
Highest occupied orbital energy, eV: -7.93
E_tot, eV: -6786.646

Q: What is the molar mass in the second record?
A: 807.6 g/mol